(1)
{
  "formula": "C36H53BrCl2N2O7P",
  "method": "ωB97M-V/def2-TZVPD",
  "orbital_gap_ha": 0.2637,
  "e_lumo_ev": -4.362,
  "charge": 1,
  "e_homo_ha": -0.42403,
  "symbols": ["C", "C", "C", "C", "C", "C", "C", "P", "N", "C", "C", "Cl", "C", "C", "Cl", "C", "C", "C", "C", "C", "C", "C", "O", "C", "N", "Br", "C", "C", "C", "C", "C", "C", "C", "C", "C", "H", "H", "H", "H", "H", "H", "H", "H", "H", "H", "H", "H", "H", "H", "H", "H", "H", "H", "H", "H", "H", "H", "H", "H", "H", "H", "H", "H", "H", "H", "H", "H", "H", "H", "H", "H", "H", "H", "H", "H", "H", "C", "C", "C", "O", "C", "O", "O", "H", "H", "H", "H", "H", "H", "C", "C", "C", "O", "C", "O", "O", "H", "H", "H", "H", "H", "H"],
  "xyz": [[7.059, 0.315, 2.138], [5.803, 0.457, 3.087], [4.773, -0.747, 3.058], [5.191, -1.992, 2.191], [4.793, -1.927, 0.663], [3.264, -1.804, 0.388], [2.471, -3.037, 0.231], [3.171, -4.779, 0.352], [3.431, -5.430, -1.071], [1.041, -2.915, -0.074], [0.206, -4.214, -0.239], [-0.421, -4.937, 1.296], [-0.060, -4.777, -1.439], [-0.869, -6.090, -1.616], [0.548, -3.994, -2.944], [0.410, -1.594, -0.224], [-1.094, -1.553, -0.598], [-2.084, -2.039, 0.534], [-3.509, -1.417, 0.170], [-4.687, -2.069, 0.974], [-6.084, -1.438, 0.545], [-6.032, 0.117, 0.363], [-5.355, 0.689, 1.498], [-5.510, 2.111, 1.568], [1.191, -0.456, -0.027], [0.383, 1.235, -0.159], [2.554, -0.519, 0.265], [3.388, 0.793, 0.459], [3.563, 1.573, -0.910], [3.590, 0.884, -2.187], [3.714, 1.649, -3.449], [3.793, 3.104, -3.325], [3.875, 3.916, -4.676], [3.787, 3.801, -2.029], [3.667, 3.043, -0.786], [7.908, -0.185, 2.683], [6.852, -0.131, 1.136], [7.428, 1.365, 1.937], [5.251, 1.391, 2.773], [6.204, 0.672, 4.118], [4.677, -1.119, 4.120], [3.741, -0.392, 2.777], [6.274, -2.267, 2.252], [4.629, -2.876, 2.620], [5.113, -2.912, 0.210], [5.307, -1.133, 0.068], [2.212, -5.561, 1.082], [4.328, -4.692, 1.179], [3.180, -4.752, -1.800], [-1.580, -6.019, -2.483], [-1.471, -6.345, -0.710], [-0.181, -6.949, -1.852], [-1.217, -2.274, -1.459], [-1.454, -0.564, -0.977], [-1.760, -1.799, 1.578], [-2.223, -3.154, 0.472], [-3.669, -1.660, -0.924], [-3.410, -0.310, 0.309], [-4.740, -3.151, 0.654], [-4.554, -2.054, 2.084], [-6.472, -1.884, -0.414], [-6.843, -1.664, 1.338], [-5.482, 0.353, -0.598], [-7.038, 0.612, 0.279], [-4.829, 2.687, 0.885], [-5.230, 2.409, 2.619], [-6.582, 2.438, 1.419], [2.898, 1.460, 1.220], [4.421, 0.588, 0.828], [3.519, -0.232, -2.276], [3.732, 1.154, -4.449], [3.151, 4.771, -4.557], [3.450, 3.273, -5.496], [4.907, 4.265, -4.913], [3.841, 4.917, -1.946], [3.649, 3.507, 0.225], [-3.723, 1.227, -5.928], [-3.475, 1.827, -4.562], [-3.128, 0.810, -3.509], [-3.607, 1.428, -2.315], [-4.630, 2.256, -2.683], [-5.387, 2.770, -1.924], [-4.668, 2.412, -4.033], [-3.811, 2.017, -6.676], [-2.908, 0.564, -6.225], [-4.663, 0.671, -5.948], [-2.712, 2.610, -4.625], [-2.055, 0.627, -3.446], [-3.647, -0.145, -3.639], [-1.805, 3.414, 2.659], [-1.804, 3.110, 4.142], [-3.137, 2.650, 4.667], [-3.097, 3.081, 6.025], [-2.268, 4.161, 6.073], [-2.165, 4.890, 7.003], [-1.571, 4.293, 4.906], [-0.784, 3.586, 2.310], [-2.230, 2.588, 2.084], [-2.367, 4.325, 2.444], [-1.013, 2.390, 4.380], [-3.255, 1.568, 4.609], [-3.987, 3.128, 4.174]],
  "lowdin_charge": [-0.119, -0.237, -0.197, -0.185, -0.163, -0.096, -0.157, 0.760, -0.280, -0.164, -0.646, 0.683, -0.639, -0.097, 0.673, -0.146, -0.162, -0.181, -0.207, -0.184, -0.158, -0.233, -0.223, -0.102, -0.318, 1.002, -0.164, -0.136, -0.244, -0.039, -0.020, -0.235, -0.066, -0.022, -0.032, 0.085, 0.056, 0.082, 0.092, 0.113, 0.115, 0.094, 0.123, 0.104, 0.101, 0.109, -0.002, 0.009, -0.049, 0.088, 0.061, 0.104, 0.111, 0.062, 0.126, 0.076, 0.127, 0.108, 0.114, 0.118, 0.118, 0.114, 0.105, 0.130, 0.088, 0.070, 0.105, 0.112, 0.090, 0.109, 0.111, 0.083, 0.077, 0.085, 0.116, 0.112, -0.017, -0.336, -0.115, 0.030, -0.543, 0.168, 0.098, 0.090, 0.091, 0.097, 0.161, 0.133, 0.142, -0.027, -0.339, -0.109, 0.072, -0.542, 0.179, 0.086, 0.071, 0.074, 0.099, 0.157, 0.144, 0.122]
}

(2)
{
  "formula": "C36H53FeNP2",
  "method": "ωB97M-V/def2-TZVPD",
  "orbital_gap_ha": [0.2905, 0.1430],
  "relative_energy_kcal_mol": 188.5,
  "s2": 9.07,
  "multiplicity": 6,
  "e_lumo_ev": [-1.896, -5.006],
  "charge": 1,
  "e_homo_ha": [-0.36021, -0.32697],
  "symbols": ["Fe", "C", "C", "C", "C", "C", "C", "H", "H", "H", "C", "H", "H", "H", "C", "H", "H", "H", "C", "H", "H", "H", "C", "H", "H", "H", "C", "C", "C", "C", "C", "C", "C", "C", "H", "H", "H", "H", "H", "H", "H", "H", "H", "H", "H", "H", "P", "P", "C", "C", "H", "H", "H", "H", "C", "H", "H", "H", "C", "H", "H", "H", "C", "H", "H", "H", "C", "H", "H", "H", "C", "C", "C", "C", "C", "C", "N", "C", "C", "C", "C", "C", "C", "H", "H", "H", "H", "H", "H", "H", "H", "H", "H"],
  "xyz": [[0.383, -1.643, -3.134], [-0.156, -3.167, 1.166], [1.208, -3.382, 0.953], [1.052, -1.505, 2.244], [-0.255, -1.938, 1.892], [1.975, -2.317, 1.525], [-1.291, -4.030, 0.729], [-1.020, -4.574, -0.169], [-2.138, -3.399, 0.469], [-1.629, -4.775, 1.471], [-1.451, -1.277, 2.376], [-2.354, -1.406, 1.777], [-1.346, -0.196, 2.534], [-1.624, -1.771, 3.332], [1.350, -0.491, 3.279], [1.091, -0.962, 4.230], [0.734, 0.412, 3.199], [2.408, -0.220, 3.331], [3.458, -2.293, 1.594], [3.836, -2.913, 2.429], [3.810, -1.271, 1.768], [3.914, -2.684, 0.672], [1.780, -4.374, 0.023], [1.986, -5.267, 0.662], [2.717, -4.027, -0.443], [1.099, -4.680, -0.793], [-1.186, -0.468, -4.465], [-1.309, -1.845, -4.377], [-0.468, -2.874, -5.004], [1.135, -2.519, -5.175], [1.987, -1.753, -4.157], [1.598, -0.323, -3.565], [1.125, 0.645, -4.614], [-0.236, 0.268, -5.303], [-0.778, -3.112, -6.038], [1.280, -1.942, -6.193], [-0.694, -3.749, -4.342], [-0.001, -0.161, -6.300], [-2.000, 0.162, -4.097], [-2.310, -2.164, -4.063], [-0.768, 1.212, -5.510], [1.058, 1.667, -4.169], [2.451, 0.221, -3.103], [1.911, 0.625, -5.421], [1.616, -3.576, -5.070], [2.831, -2.401, -3.666], [-1.302, 0.020, -0.377], [1.969, 0.561, -0.182], [-0.486, 1.222, -1.536], [0.925, 1.696, -1.171], [-1.149, 2.083, -1.610], [-0.511, 0.817, -2.561], [1.473, 1.976, -2.075], [0.825, 2.648, -0.633], [2.394, 1.711, 1.141], [3.099, 1.246, 1.795], [1.512, 1.967, 1.686], [2.847, 2.606, 0.778], [3.630, 0.463, -0.917], [4.003, 1.402, -1.334], [3.698, -0.275, -1.719], [4.355, 0.191, -0.131], [-3.052, -0.014, -0.921], [-3.500, -0.890, -0.441], [-3.054, -0.175, -1.997], [-3.563, 0.901, -0.642], [-1.266, -1.600, -1.357], [-0.380, -2.023, -0.843], [-1.101, -1.228, -2.419], [-2.175, -2.205, -1.679], [-3.023, 3.748, -0.074], [-1.703, 4.111, 0.209], [-1.055, 3.563, 1.300], [-1.679, 2.584, 2.083], [-3.019, 2.218, 1.821], [-3.691, 2.824, 0.762], [-1.005, 1.986, 3.121], [-0.796, 2.541, 4.334], [-0.619, 1.713, 5.497], [-0.570, 2.285, 6.768], [-0.637, 3.665, 6.905], [-0.792, 4.482, 5.796], [-0.853, 3.948, 4.524], [-3.586, 4.188, -0.903], [-1.225, 4.826, -0.439], [-0.044, 3.857, 1.542], [-3.456, 1.455, 2.462], [-4.740, 2.576, 0.561], [-0.580, 0.644, 5.302], [-0.445, 1.642, 7.635], [-0.616, 4.129, 7.886], [-0.841, 5.562, 5.918], [-0.994, 4.589, 3.650]],
  "lowdin_spin": [2.339, 0.253, 0.279, 0.336, 0.308, 0.333, 0.030, 0.003, 0.003, 0.012, 0.043, 0.003, 0.003, 0.021, 0.042, 0.019, 0.009, 0.000, 0.039, 0.019, 0.003, 0.004, 0.041, 0.019, 0.002, 0.006, -0.046, -0.032, -0.001, -0.007, -0.155, -0.079, -0.018, -0.014, 0.001, -0.007, 0.002, -0.002, -0.002, -0.001, -0.002, 0.001, 0.007, -0.004, 0.002, 0.002, 0.020, 0.084, -0.005, 0.018, 0.000, -0.005, 0.001, 0.001, 0.006, 0.000, 0.002, 0.002, 0.013, 0.003, 0.001, 0.000, 0.007, 0.000, 0.001, 0.000, 0.025, 0.007, 0.000, 0.002, 0.006, 0.000, 0.019, 0.051, 0.023, 0.002, 0.465, 0.032, 0.135, -0.011, 0.149, -0.010, 0.125, 0.000, 0.000, 0.000, 0.000, 0.001, 0.006, -0.004, 0.008, -0.004, 0.006]
}

E: -159869.583, -92630.298 (eV)
Maximum force: 0.069, 0.083 (hartree/bohr)